The following is a quantum chemistry calculation of a 5-piece molecular cluster, ClH8O4 overall, from OMol25.

Calculated values
- LUMO (eV) = 3.847
- net charge = -1
- relative energy (zero: lowest compared OMol25 entry of this formula, charge and spin) (kcal/mol) = 5.32
- Kohn-Sham gap (hartree) = 0.3462
- E_HOMO (eV) = -5.57
- max |F| (eV/Å) = 0.5

Structure (XYZ):
```
13
ClH8O4 | OMol25 | the ωB97M-V functional and the def2-TZVPD basis
Cl -0.291 0.726 0.422
O 2.662 1.772 1.237
H 2.456 2.710 1.209
H 1.855 1.346 0.871
O -0.980 1.086 -2.729
H -0.651 0.875 -1.827
H -0.924 0.253 -3.207
O -2.312 -1.341 2.195
H -1.469 -1.449 2.645
H -2.263 -0.442 1.838
O 0.661 -2.186 -0.680
H 0.722 -2.080 -1.633
H 0.533 -1.269 -0.341
```

The following is a quantum chemistry calculation of a 2-piece molecular cluster, ClHNO overall at a distorted geometry, from OMol25.

Calculated values
- LUMO (eV) = 3.274
- net charge = -1
- relative energy (zero: lowest compared OMol25 entry of this formula, charge and spin) (kcal/mol) = 0.00
- Kohn-Sham gap (hartree) = 0.2643
- E_HOMO (eV) = -3.92
- max |F| (eV/Å) = 3.4

Structure (XYZ):
```
4
ClHNO | OMol25 | the ωB97M-V functional and the def2-TZVPD basis
N 0.504 0.666 -0.499
O -0.200 1.672 -0.290
Cl -0.508 -2.193 1.451
H 0.397 0.115 0.349
```

The following is a quantum chemistry calculation of an isolated ion of composition ClHNO2S2 and charge -1 at a distorted geometry, from OMol25.

Calculated values
- LUMO (alpha / beta) (eV) = 3.551 / 2.038
- net charge = -1
- relative energy (zero: lowest compared OMol25 entry of this formula, charge and spin) (kcal/mol) = 9.40
- expectation value of S² = 2.01
- Kohn-Sham gap (alpha / beta) (hartree) = 0.1922 / 0.2501
- E_HOMO (alpha / beta) (eV) = -1.68 / -4.77
- spin multiplicity = 3
- max |F| (eV/Å) = 3.2

Structure (XYZ):
```
7
ClHNO2S2 | OMol25 | the ωB97M-V functional and the def2-TZVPD basis
N 1.080 -0.682 1.575
O -0.088 1.324 -2.127
O -1.097 2.300 -0.138
S 0.641 -0.671 0.074
S -0.945 1.113 -0.962
Cl -1.235 -1.888 -0.232
H 1.644 -1.496 1.811
```

The following is a quantum chemistry calculation of an isolated molecule of ClHNP at a distorted geometry, from OMol25.

Calculated values
- LUMO (eV) = -0.352
- net charge = 0
- relative energy (zero: lowest compared OMol25 entry of this formula, charge and spin) (kcal/mol) = 45.43
- Kohn-Sham gap (hartree) = 0.3666
- E_HOMO (eV) = -10.33
- max |F| (eV/Å) = 5.3

Structure (XYZ):
```
4
ClHNP | OMol25 | the ωB97M-V functional and the def2-TZVPD basis
N -1.393 -1.423 0.092
P -1.603 0.073 0.142
Cl 0.966 0.142 0.068
H 2.030 1.208 -0.302
```

The following is a quantum chemistry calculation of a 2-piece molecular cluster, ClHS2 overall at a distorted geometry, from OMol25.

Calculated values
- LUMO (alpha / beta) (eV) = -3.491 / -3.494
- net charge = 0
- relative energy (zero: lowest compared OMol25 entry of this formula, charge and spin) (kcal/mol) = 69.95
- Kohn-Sham gap (alpha / beta) (hartree) = 0.2207 / 0.2218
- E_HOMO (alpha / beta) (eV) = -9.50 / -9.53
- max |F| (eV/Å) = 3.1

Structure (XYZ):
```
4
ClHS2 | OMol25 | the ωB97M-V functional and the def2-TZVPD basis
S 1.805 -0.121 0.003
S -1.065 0.684 1.086
Cl -1.817 0.607 -0.659
H 1.077 -1.170 -0.430
```

The following is a quantum chemistry calculation of ClKO4 as an isolated structure at a distorted geometry, from OMol25.

Calculated values
- LUMO (eV) = -1.309
- net charge = 0
- relative energy (zero: lowest compared OMol25 entry of this formula, charge and spin) (kcal/mol) = 0.18
- Kohn-Sham gap (hartree) = 0.2966
- E_HOMO (eV) = -9.38
- max |F| (eV/Å) = 1.4

Structure (XYZ):
```
6
ClKO4 | OMol25 | the ωB97M-V functional and the def2-TZVPD basis
K 2.553 -1.664 0.100
Cl -0.529 0.356 -0.036
O -0.343 -0.604 -1.110
O -1.610 -0.015 0.842
O 0.697 0.273 0.787
O -0.768 1.654 -0.583
```

The following is a quantum chemistry calculation of ClMg as an isolated structure at a distorted geometry, from OMol25.

Calculated values
- LUMO (eV) = -8.624
- net charge = +1
- relative energy (zero: lowest compared OMol25 entry of this formula, charge and spin) (kcal/mol) = 24.48
- Kohn-Sham gap (hartree) = 0.2412
- E_HOMO (eV) = -15.19
- max |F| (eV/Å) = 3.2

Structure (XYZ):
```
2
ClMg | OMol25 | the ωB97M-V functional and the def2-TZVPD basis
Mg -1.044 -0.574 -0.518
Cl 1.044 0.574 0.518
```

The following is a quantum chemistry calculation of a 4-piece molecular cluster, ClN3O13 overall at a distorted geometry, from OMol25.

Calculated values
- LUMO (alpha / beta) (eV) = 7.784 / 5.009
- net charge = -3
- relative energy (zero: lowest compared OMol25 entry of this formula, charge and spin) (kcal/mol) = 17.42
- expectation value of S² = 0.76
- Kohn-Sham gap (alpha / beta) (hartree) = 0.2592 / 0.1512
- E_HOMO (alpha / beta) (eV) = 0.73 / 0.90
- spin multiplicity = 2
- max |F| (eV/Å) = 15.1

Structure (XYZ):
```
17
ClN3O13 | OMol25 | the ωB97M-V functional and the def2-TZVPD basis
N 10.144 18.868 0.078
O 10.214 19.077 -1.163
O 10.351 19.831 0.948
O 9.822 17.791 0.507
N 12.269 22.240 -0.411
O 13.227 21.951 0.068
O 11.745 23.306 0.078
O 11.893 21.484 -1.254
N 6.916 19.957 2.698
O 5.953 20.772 2.822
O 6.649 18.728 2.607
O 8.056 20.395 2.687
Cl 9.311 16.344 4.186
O 7.916 16.429 3.982
O 9.442 14.914 4.160
O 9.855 17.049 3.141
O 9.573 17.044 5.466
```

The following is a quantum chemistry calculation of ClNa2O4 as an isolated structure at a distorted geometry, from OMol25.

Calculated values
- LUMO (alpha / beta) (eV) = -1.588 / -0.902
- net charge = 0
- expectation value of S² = 0.75
- Kohn-Sham gap (alpha / beta) (hartree) = 0.0810 / 0.3301
- E_HOMO (alpha / beta) (eV) = -3.79 / -9.88
- spin multiplicity = 2
- max |F| (eV/Å) = 5.7

Structure (XYZ):
```
7
ClNa2O4 | OMol25 | the ωB97M-V functional and the def2-TZVPD basis
Na 0.219 1.197 3.594
Na -1.229 1.493 -2.423
Cl 0.174 -0.538 -0.262
O 0.390 -0.234 1.194
O 0.949 0.375 -1.047
O 0.713 -1.899 -0.456
O -1.215 -0.392 -0.601
```

The following is a quantum chemistry calculation of ClNi as an isolated structure at a distorted geometry, from OMol25.

Calculated values
- LUMO (alpha / beta) (eV) = 0.104 / -2.812
- net charge = 0
- relative energy (zero: lowest compared OMol25 entry of this formula, charge and spin) (kcal/mol) = 6.85
- expectation value of S² = 3.75
- Kohn-Sham gap (alpha / beta) (hartree) = 0.3249 / 0.2765
- E_HOMO (alpha / beta) (eV) = -8.74 / -10.33
- spin multiplicity = 4
- max |F| (eV/Å) = 2.1

Structure (XYZ):
```
2
ClNi | OMol25 | the ωB97M-V functional and the def2-TZVPD basis
Ni 1.149 0.206 -0.420
Cl -1.149 -0.206 0.420
```

The following is a quantum chemistry calculation of ClNi as an isolated structure at a distorted geometry, from OMol25.

Calculated values
- LUMO (alpha / beta) (eV) = -7.439 / -9.753
- net charge = +1
- relative energy (zero: lowest compared OMol25 entry of this formula, charge and spin) (kcal/mol) = 20.85
- expectation value of S² = 2.01
- Kohn-Sham gap (alpha / beta) (hartree) = 0.3743 / 0.2383
- E_HOMO (alpha / beta) (eV) = -17.62 / -16.24
- spin multiplicity = 3
- max |F| (eV/Å) = 2.0

Structure (XYZ):
```
2
ClNi | OMol25 | the ωB97M-V functional and the def2-TZVPD basis
Ni -0.893 0.879 0.061
Cl 0.893 -0.879 -0.061
```

The following is a quantum chemistry calculation of an isolated ion of composition ClO5PS and charge -2 at a distorted geometry, from OMol25.

Calculated values
- LUMO (eV) = 6.194
- net charge = -2
- relative energy (zero: lowest compared OMol25 entry of this formula, charge and spin) (kcal/mol) = 44.02
- Kohn-Sham gap (hartree) = 0.2630
- E_HOMO (eV) = -0.96
- max |F| (eV/Å) = 2.4

Structure (XYZ):
```
8
ClO5PS | OMol25 | the ωB97M-V functional and the def2-TZVPD basis
O -1.300 -1.218 -1.329
P -1.240 -0.484 -0.019
O -1.124 -1.210 1.276
O -1.807 0.900 0.017
S 0.796 0.463 0.013
O 1.091 1.207 -1.180
O 1.086 1.225 1.209
Cl 2.497 -0.882 0.013
```

The following is a quantum chemistry calculation of ClOV as an isolated structure at a distorted geometry, from OMol25.

Calculated values
- LUMO (alpha / beta) (eV) = -8.047 / -7.548
- net charge = +1
- relative energy (zero: lowest compared OMol25 entry of this formula, charge and spin) (kcal/mol) = 14.09
- expectation value of S² = 0.87
- Kohn-Sham gap (alpha / beta) (hartree) = 0.3076 / 0.3413
- E_HOMO (alpha / beta) (eV) = -16.42 / -16.83
- spin multiplicity = 2
- max |F| (eV/Å) = 6.0

Structure (XYZ):
```
3
ClOV | OMol25 | the ωB97M-V functional and the def2-TZVPD basis
O 0.736 0.921 -0.102
V -0.416 0.008 -0.803
Cl -0.320 -0.929 0.905
```

The following is a quantum chemistry calculation of ClY as an isolated structure at a distorted geometry, from OMol25.

Calculated values
- LUMO (alpha / beta) (eV) = -6.388 / -6.767
- net charge = +1
- expectation value of S² = 0.75
- Kohn-Sham gap (alpha / beta) (hartree) = 0.2461 / 0.2919
- E_HOMO (alpha / beta) (eV) = -13.09 / -14.71
- spin multiplicity = 2
- max |F| (eV/Å) = 3.5

Structure (XYZ):
```
2
ClY | OMol25 | the ωB97M-V functional and the def2-TZVPD basis
Y -12.910 8.884 1.828
Cl -10.283 9.131 2.768
```

The following is a quantum chemistry calculation of Cr2F4H24O16P2 as an isolated structure at a distorted geometry, from OMol25.

Calculated values
- LUMO (alpha / beta) (eV) = -16.960 / -15.262
- net charge = +4
- relative energy (zero: lowest compared OMol25 entry of this formula, charge and spin) (kcal/mol) = 9.84
- expectation value of S² = 12.04
- Kohn-Sham gap (alpha / beta) (hartree) = 0.1541 / 0.2165
- E_HOMO (alpha / beta) (eV) = -21.15 / -21.15
- spin multiplicity = 7
- max |F| (eV/Å) = 5.8

Structure (XYZ):
```
48
Cr2F4H24O16P2 | OMol25 | the ωB97M-V functional and the def2-TZVPD basis
Cr -0.184 1.434 -3.357
Cr 1.384 1.826 2.248
O -0.059 0.380 -1.480
P -0.030 -0.256 -0.148
O 0.518 0.465 1.037
F 0.701 -1.626 -0.234
F -1.445 -0.748 0.235
O 0.645 2.696 -2.075
P 1.343 3.298 -0.895
O 1.653 2.489 0.338
F 0.497 4.440 -0.337
F 2.614 3.918 -1.435
O 2.831 -2.110 -1.688
H 2.232 -2.131 -0.928
H 2.442 -2.709 -2.338
O 3.181 0.694 -1.548
H 3.159 -0.285 -1.534
H 4.022 0.919 -1.134
O 0.500 -4.245 1.483
H 0.065 -3.960 2.296
H 0.511 -3.477 0.907
O -3.356 -2.756 2.326
H -3.198 -3.707 2.252
H -2.755 -2.370 1.683
O -2.659 -0.225 3.487
H -2.964 -1.064 3.086
H -3.363 -0.014 4.118
O -2.058 1.755 -2.528
H -2.803 1.141 -2.671
H -2.458 2.540 -2.105
O -4.329 0.180 -0.543
H -3.612 -0.151 0.008
H -4.698 -0.604 -0.971
O -0.923 1.743 2.840
H -1.598 1.007 2.774
H -1.257 2.299 3.565
O 1.157 0.191 3.531
H 0.408 -0.036 4.117
H 1.659 -0.632 3.428
O -0.937 -0.508 -3.809
H -0.562 -1.402 -3.750
H -1.896 -0.648 -3.912
O 3.080 0.762 1.667
H 3.956 1.002 1.316
H 3.202 -0.104 2.086
O 1.496 0.451 -3.765
H 1.482 -0.379 -4.271
H 2.404 0.517 -3.373
```

The following is a quantum chemistry calculation of Cr2F4H70O39P2 as an isolated structure at a distorted geometry, from OMol25.

Calculated values
- LUMO (alpha / beta) (eV) = -12.771 / -11.159
- net charge = +4
- expectation value of S² = 12.02
- Kohn-Sham gap (alpha / beta) (hartree) = 0.1943 / 0.2536
- E_HOMO (alpha / beta) (eV) = -18.06 / -18.06
- spin multiplicity = 7
- max |F| (eV/Å) = 5.2

Structure (XYZ):
```
117
Cr2F4H70O39P2 | OMol25 | the ωB97M-V functional and the def2-TZVPD basis
Cr 0.905 2.399 2.557
Cr 3.486 -0.543 -1.963
O 2.798 2.087 1.772
P 3.921 1.839 0.664
O 3.709 0.703 -0.353
F 5.375 1.764 1.376
F 4.059 3.266 -0.259
O 0.288 1.100 1.153
P 0.220 0.190 -0.068
O 1.443 -0.128 -0.993
F -0.967 0.902 -0.994
F -0.436 -1.273 0.367
O -4.720 -0.016 -2.609
H -5.356 0.585 -2.220
H -4.905 -0.860 -2.198
O 1.427 4.206 1.723
H 0.677 4.788 1.600
H 2.191 4.766 1.580
O -1.939 -1.904 2.217
H -1.532 -1.875 3.083
H -1.238 -1.653 1.614
O 2.009 -1.513 -3.035
H 1.202 -1.869 -2.664
H 1.935 -1.680 -3.975
O -1.035 3.169 2.012
H -1.481 3.077 1.170
H -1.562 3.806 2.494
O -1.948 -0.188 -3.277
H -2.894 -0.301 -3.375
H -1.856 0.570 -2.701
O 1.796 -4.714 -0.563
H 2.235 -5.532 -0.797
H 0.996 -4.713 -1.090
O 0.442 -6.067 2.557
H -0.207 -5.598 2.033
H 0.599 -6.879 2.074
O 2.808 1.227 -2.892
H 1.919 1.580 -2.883
H 3.310 1.852 -3.415
O 0.624 3.304 -0.829
H 1.142 3.986 -1.256
H -0.203 3.292 -1.311
O 1.907 -0.497 2.755
H 2.837 -0.542 2.975
H 1.637 -1.411 2.665
O -1.673 4.088 -2.257
H -1.384 4.999 -2.227
H -2.379 4.081 -2.903
O -0.241 -1.560 4.592
H 0.644 -1.893 4.743
H -0.615 -1.468 5.468
O -1.693 -4.479 1.609
H -2.471 -4.993 1.392
H -2.012 -3.802 2.205
O 3.589 -0.134 -5.045
H 4.459 -0.124 -5.443
H 2.987 -0.020 -5.781
O -0.784 -3.603 -0.975
H -0.924 -4.365 -0.413
H -0.799 -2.857 -0.376
O 5.947 -1.007 -0.564
H 6.202 -1.909 -0.368
H 6.772 -0.559 -0.749
O 5.372 0.515 -2.586
H 5.409 1.258 -3.189
H 6.263 0.164 -2.584
O -4.582 5.016 0.551
H -5.457 4.797 0.231
H -4.030 4.293 0.252
O 0.461 2.507 -3.933
H -0.468 2.529 -3.703
H 0.811 3.333 -3.599
O 1.679 -3.210 2.697
H 1.859 -3.817 1.978
H 1.843 -3.722 3.489
O -3.246 0.470 1.840
H -3.252 0.578 2.791
H -2.990 -0.442 1.704
O 3.369 -2.185 -0.638
H 2.735 -2.898 -0.560
H 4.078 -2.429 -0.043
O -5.603 0.985 0.112
H -5.101 0.671 0.863
H -5.157 1.788 -0.157
O -3.278 2.352 -4.112
H -2.946 3.034 -4.696
H -4.225 2.359 -4.250
O 0.380 3.755 4.117
H -0.121 3.490 4.889
H 0.501 4.699 4.222
O 4.531 -1.972 -3.085
H 5.442 -2.237 -2.956
H 4.248 -2.456 -3.861
O -1.347 0.158 -6.062
H -1.256 0.390 -5.137
H -1.268 0.991 -6.527
O -3.287 2.924 -0.341
H -3.089 3.274 -1.210
H -3.006 2.010 -0.381
O 2.034 1.605 4.264
H 2.323 2.118 5.018
H 2.129 0.694 4.542
O -0.503 1.077 3.713
H -0.411 0.183 4.042
H -1.438 1.266 3.790
O -5.129 -2.270 0.863
H -5.001 -1.868 0.005
H -5.253 -3.201 0.676
O -3.223 1.092 4.670
H -4.070 1.533 4.598
H -3.101 0.960 5.610
O -0.743 -4.421 4.972
H -0.499 -5.342 4.882
H -0.520 -4.030 4.127
O -0.872 -2.619 -3.504
H -1.399 -1.829 -3.386
H -0.840 -3.019 -2.635
```